1.
The following is a DFT calculation (ωB97M-V/def2-TZVPD) of a single C3H3ClOS molecule in a non-equilibrium geometry.

Geometry as XYZ:
```
9
Properties=species:S:1:pos:R:3
C 1.737 0.390 -0.078
C -0.900 -0.055 -0.227
C 0.383 -0.290 0.214
O 2.024 1.464 -0.447
S -2.574 -0.832 0.145
Cl 3.082 -0.707 0.598
H -3.010 0.373 -0.379
H -1.201 0.712 -0.856
H 0.459 -1.056 1.030
```

The spin multiplicity is 1. The total energy comes out at -1049.67877 Eh. The SMILES is O=C(Cl)/C=C/S. As for the HOMO-LUMO gap: 0.343 Eh. As for the LUMO energy: -0.38 eV.

How positive or negative is each atom? The natural (NBO) charges in e answer that:
1. C 0.590
2. C -0.187
3. C -0.384
4. O -0.467
5. S 0.021
6. Cl -0.148
7. H 0.142
8. H 0.195
9. H 0.238

---

2.
The following is a DFT calculation (ωB97M-V/def2-TZVPD) of a molecular structure, C13H17BrFeO in a non-equilibrium geometry.

Geometry as XYZ:
```
33
Properties=species:S:1:pos:R:3
C -2.504 -0.095 0.136
C -2.349 -0.609 1.483
C -2.343 0.515 2.382
H -2.312 -1.664 1.747
C -2.481 1.703 1.618
C -2.573 1.350 0.229
H -2.759 2.025 -0.601
H -2.576 -0.688 -0.759
H -2.318 0.467 3.481
H -2.598 2.716 2.031
Fe -0.536 0.586 0.909
Br 0.679 0.025 -0.953
C 2.206 1.436 -3.869
C 1.102 2.232 -4.307
C 0.102 1.350 -4.834
H 1.043 3.319 -4.272
C 0.593 0.010 -4.719
C 1.892 0.064 -4.123
H 2.534 -0.790 -3.909
H 3.133 1.805 -3.434
H -0.850 1.646 -5.268
H 0.081 -0.893 -5.048
C 2.224 -1.138 2.312
C 0.745 -1.328 2.519
C 0.437 -2.073 3.819
O 0.252 -0.028 2.536
H 2.597 -0.511 3.137
H 2.382 -0.594 1.375
H 2.751 -2.090 2.273
H 0.323 -1.935 1.694
H 0.825 -1.521 4.678
H -0.625 -2.248 3.951
H 0.923 -3.045 3.785
```

The spin multiplicity is 5. The total energy comes out at -4418.48163 Eh. As for the HOMO-LUMO gap (alpha / beta): 0.194 / 0.194 Eh. As for the LUMO energy (alpha / beta): 5.47 / 5.46 eV. Its expectation value of S² is 6.021. The net charge is -2.

How positive or negative is each atom? The natural (NBO) charges in e answer that:
1. C -0.364
2. C -0.391
3. C -0.314
4. H 0.212
5. C -0.397
6. C -0.397
7. H 0.226
8. H 0.232
9. H 0.214
10. H 0.207
11. Fe 1.219
12. Br -0.644
13. C -0.360
14. C -0.373
15. C -0.377
16. H 0.165
17. C -0.367
18. C -0.356
19. H 0.173
20. H 0.170
21. H 0.165
22. H 0.167
23. C -0.621
24. C 0.089
25. C -0.616
26. O -0.945
27. H 0.183
28. H 0.241
29. H 0.163
30. H 0.141
31. H 0.187
32. H 0.193
33. H 0.176

---

3.
The following is a DFT calculation (ωB97M-V/def2-TZVPD) of a molecular structure, C2H4N4.

Geometry as XYZ:
```
10
Properties=species:S:1:pos:R:3
N 0.572 -1.367 -0.802
C 0.272 -0.727 0.307
C -0.047 -0.256 1.445
N -1.160 0.432 0.848
N -0.888 1.547 0.129
N -0.001 1.464 -0.746
H 0.634 -0.814 -1.647
H 0.379 -2.355 -0.888
H 0.162 -0.327 2.508
H 0.079 2.403 -1.153
```

The spin multiplicity is 1. The total energy comes out at -297.44020 Eh. As for the HOMO-LUMO gap: 0.333 Eh. As for the LUMO energy: 0.83 eV.

How positive or negative is each atom? The natural (NBO) charges in e answer that:
1. N -0.791
2. C 0.355
3. C -0.139
4. N -0.350
5. N 0.029
6. N -0.486
7. H 0.424
8. H 0.404
9. H 0.217
10. H 0.336

---

4.
The following is a DFT calculation (ωB97M-V/def2-TZVPD) of 2 unconnected molecules or ions with the total composition C20H13F4NO2 in a non-equilibrium geometry.

Geometry as XYZ:
```
40
Properties=species:S:1:pos:R:3
F -3.388 2.504 2.116
C -3.086 1.168 2.230
C -4.166 0.257 2.249
C -3.815 -1.116 2.334
F -4.850 -2.037 2.272
C -2.521 -1.539 2.510
C -1.473 -0.580 2.615
C -0.196 -1.030 3.167
C 1.111 -0.571 2.755
C 2.137 -1.550 2.680
C 3.451 -1.135 2.529
F 4.477 -2.073 2.549
C 3.802 0.220 2.396
C 2.763 1.151 2.420
F 3.068 2.489 2.322
C 1.433 0.796 2.582
C -1.775 0.782 2.352
H -5.184 0.581 2.130
H -2.310 -2.603 2.672
H -0.199 -2.081 3.470
H 1.914 -2.608 2.810
H 4.835 0.535 2.191
H 0.678 1.560 2.690
H -0.999 1.537 2.385
C -0.125 -0.602 5.173
N -1.394 -1.204 5.433
O -2.487 -0.565 5.376
O -1.433 -2.452 5.746
C 0.996 -1.073 5.954
C 1.174 -2.394 6.440
C 2.364 -2.773 7.076
C 3.417 -1.884 7.233
C 3.260 -0.579 6.764
C 2.089 -0.181 6.134
H -0.105 0.476 4.889
H 0.334 -3.072 6.246
H 2.405 -3.789 7.452
H 4.288 -2.199 7.803
H 4.074 0.118 6.930
H 2.002 0.836 5.734
```

The spin multiplicity is 1. The total energy comes out at -1374.46588 Eh. As for the HOMO-LUMO gap: 0.270 Eh. As for the LUMO energy: -1.45 eV.

How positive or negative is each atom? The natural (NBO) charges in e answer that:
1. F -0.325
2. C 0.426
3. C -0.314
4. C 0.422
5. F -0.325
6. C -0.258
7. C -0.039
8. C -0.134
9. C -0.026
10. C -0.270
11. C 0.429
12. F -0.327
13. C -0.348
14. C 0.430
15. F -0.325
16. C -0.304
17. C -0.279
18. H 0.252
19. H 0.245
20. H 0.240
21. H 0.242
22. H 0.256
23. H 0.225
24. H 0.222
25. C -0.069
26. N 0.458
27. O -0.365
28. O -0.432
29. C -0.148
30. C -0.175
31. C -0.214
32. C -0.187
33. C -0.239
34. C -0.117
35. H 0.250
36. H 0.260
37. H 0.219
38. H 0.221
39. H 0.220
40. H 0.204

---

5.
The following is a DFT calculation (ωB97M-V/def2-TZVPD) of a single C4H6N2O molecule in a non-equilibrium geometry.

Geometry as XYZ:
```
13
Properties=species:S:1:pos:R:3
C -2.231 -0.034 -0.105
O -1.123 -0.708 0.485
C 0.064 -0.178 0.191
C 0.465 0.909 -0.371
N 1.893 0.984 -0.462
C 2.279 -0.104 0.168
N 1.198 -0.816 0.608
H -2.266 1.014 0.218
H -3.124 -0.564 0.233
H -2.165 -0.069 -1.200
H 0.516 1.631 -1.299
H 3.297 -0.412 0.364
H 1.196 -1.654 1.171
```

The spin multiplicity is 1. The total energy comes out at -340.69206 Eh. The SMILES is COc1cnc[nH]1. As for the HOMO-LUMO gap: 0.346 Eh. As for the LUMO energy: 0.87 eV.

How positive or negative is each atom? The natural (NBO) charges in e answer that:
1. C -0.251
2. O -0.484
3. C 0.385
4. C -0.286
5. N -0.456
6. C 0.161
7. N -0.543
8. H 0.189
9. H 0.199
10. H 0.184
11. H 0.287
12. H 0.196
13. H 0.419

---

6.
The following is a DFT calculation (ωB97M-V/def2-TZVPD) of a molecular structure, C3H6BrN3O3 in a non-equilibrium geometry.

Geometry as XYZ:
```
16
Properties=species:S:1:pos:R:3
C 1.827 1.452 1.308
C -0.440 1.556 -2.422
C 2.187 0.500 0.231
N 0.452 1.397 -1.298
N 0.579 0.303 -0.861
N 3.005 0.927 -0.942
O 0.022 -0.790 -0.831
O 2.925 2.093 -1.190
O 3.354 0.009 -1.645
Br 2.416 -1.393 0.689
H 1.929 2.433 0.910
H 2.416 1.385 2.151
H 0.745 1.309 1.537
H 0.155 1.254 -3.284
H -0.710 2.610 -2.302
H -1.298 0.876 -2.330
```

The spin multiplicity is 1. The total energy comes out at -3081.64920 Eh. As for the HOMO-LUMO gap: 0.332 Eh. As for the LUMO energy: -0.68 eV.

How positive or negative is each atom? The natural (NBO) charges in e answer that:
1. C -0.710
2. C -0.466
3. C 0.111
4. N -0.217
5. N 0.380
6. N 0.467
7. O -0.403
8. O -0.333
9. O -0.369
10. Br 0.126
11. H 0.261
12. H 0.241
13. H 0.248
14. H 0.230
15. H 0.225
16. H 0.210